A molecular structure, C36H46GeN3S2SbSr, computed with the ωB97M-V functional and the def2-TZVPD basis.

Summary:
* LUMO energy (alpha / beta): -0.092 / -0.163 hartree
* relative energy (zero: lowest compared OMol25 entry of this formula, charge and spin): 1.0645 eV
* expectation value of S²: 0.753
* M: 866.91 g/mol
* multiplicity: 2
* E_tot: -4707.71483 a.u.
* total charge: +1

Element x y z (Å)
Sr -1.19989 -0.06441 1.14008
S -2.19209 -0.44765 3.60147
C -3.44227 0.42951 2.85279
C -4.60927 0.73188 3.57825
C -5.62313 1.42125 2.96285
C -5.46940 1.80750 1.62963
C -4.28888 1.48244 1.00350
N -3.30046 0.81926 1.58353
H -4.68010 0.41104 4.60392
H -6.52632 1.66386 3.50379
H -6.24389 2.34388 1.10724
H -4.10025 1.76229 -0.02701
C -3.74944 1.79716 -4.82276
C -3.94242 1.17931 -3.45060
C -5.12719 1.78859 -2.71590
Sb -2.11204 1.18557 -2.16969
C -0.42073 0.94353 -3.61689
C -0.12331 2.10005 -4.55425
C -0.62199 -0.35594 -4.37867
C -1.92040 3.31661 -1.58355
C -0.55018 3.56769 -0.97757
C -2.22554 4.32044 -2.68013
H -4.67980 1.72631 -5.38646
H -2.98595 1.26481 -5.38379
H -3.47893 2.84735 -4.76468
H -4.13534 0.11061 -3.57441
H -4.95708 2.83255 -2.45580
H -5.35960 1.23414 -1.80673
H -6.01071 1.75147 -3.35440
H 0.42578 0.81575 -2.93401
H -0.97751 2.34882 -5.17746
H 0.69718 1.82088 -5.21762
H 0.18544 2.98897 -4.00802
H -1.47097 -0.28823 -5.05454
H -0.78892 -1.18600 -3.69193
H 0.26072 -0.57797 -4.97852
H -2.66959 3.42838 -0.79463
H 0.22303 3.53928 -1.74293
H -0.30132 2.82423 -0.20391
H -0.52788 4.55521 -0.51730
H -1.52187 4.23968 -3.50414
H -2.15970 5.33400 -2.28225
H -3.23311 4.18722 -3.06728
C 3.34494 1.88332 5.61948
C 1.99753 1.95367 5.30144
C 1.47718 1.13657 4.31435
C 2.29235 0.23378 3.64129
C 3.64586 0.17892 3.95673
C 4.16795 0.99557 4.94616
Ge 1.48862 -1.08052 2.36273
C 0.61828 -2.49084 3.46227
C -0.26592 -3.39154 2.88005
C -0.85181 -4.39227 3.63481
C -0.55988 -4.49997 4.98532
C 0.32041 -3.60863 5.57316
C 0.90329 -2.60469 4.81698
C 2.96621 -2.01162 1.36893
C 3.01684 -3.40027 1.35180
C 3.99995 -4.06279 0.63746
C 4.93579 -3.34235 -0.08638
C 4.90483 -1.95798 -0.06266
C 3.92813 -1.29908 0.66254
H 3.75508 2.52027 6.38860
H 1.35301 2.64199 5.82947
H 0.41540 1.17943 4.08172
H 4.29015 -0.52135 3.44042
H 5.21670 0.93266 5.19641
H -0.49129 -3.31054 1.81495
H -1.53580 -5.09197 3.17557
H -1.02154 -5.27751 5.57651
H 0.55201 -3.69457 6.62443
H 1.58321 -1.90336 5.28407
H 2.28226 -3.96549 1.91180
H 4.03927 -5.14236 0.64257
H 5.69267 -3.85361 -0.66289
H 5.64540 -1.39600 -0.61260
H 3.92532 -0.21616 0.69728
C 2.73503 -3.17331 -3.43223
N 2.90680 -1.84152 -2.92543
C 3.90327 -0.95742 -3.25454
C 3.71832 0.16694 -2.52734
N 2.59080 -0.03071 -1.76512
C 2.09664 -1.27138 -2.00453
S 0.74703 -1.97886 -1.32036
H 3.60148 -3.45467 -4.02713
H 1.83128 -3.22933 -4.04206
H 2.62155 -3.86184 -2.59576
H 4.66458 -1.19817 -3.96833
H 4.28036 1.07654 -2.49544
H 2.20579 0.61169 -1.08571

The molecule's Mulliken atomic charges, reported in e, are given here: atom 1 (Sr): 1.3951, atom 2 (S): -0.7045, atom 3 (C): 1.1265, atom 4 (C): -0.8109, atom 5 (C): -0.3058, atom 6 (C): -0.9284, atom 7 (C): -0.2303, atom 8 (N): -0.6798, atom 9 (H): 0.5119, atom 10 (H): 0.4144, atom 11 (H): 0.4547, atom 12 (H): 0.3195, atom 13 (C): -1.2839, atom 14 (C): 0.0758, atom 15 (C): -1.2722, atom 16 (Sb): 0.3395, atom 17 (C): 1.2667, atom 18 (C): -1.4022, atom 19 (C): -1.4502, atom 20 (C): 0.6425, atom 21 (C): -1.3068, atom 22 (C): -1.3556, atom 23 (H): 0.4981, atom 24 (H): 0.2206, atom 25 (H): 0.1993, atom 26 (H): 0.5152, atom 27 (H): 0.2524, atom 28 (H): 0.2765, atom 29 (H): 0.4786, atom 30 (H): -0.6691, atom 31 (H): 0.2237, atom 32 (H): 0.5044, atom 33 (H): 0.2875, atom 34 (H): 0.3588, atom 35 (H): 0.3175, atom 36 (H): 0.4059, atom 37 (H): 0.3497, atom 38 (H): 0.2205, atom 39 (H): 0.1746, atom 40 (H): 0.4782, atom 41 (H): 0.2012, atom 42 (H): 0.4940, atom 43 (H): 0.2507, atom 44 (C): -0.4639, atom 45 (C): -0.6734, atom 46 (C): -0.2314, atom 47 (C): 0.1884, atom 48 (C): 0.0303, atom 49 (C): -0.6743, atom 50 (Ge): -0.1414, atom 51 (C): 0.4383, atom 52 (C): 0.1227, atom 53 (C): -0.7257, atom 54 (C): -0.5162, atom 55 (C): -0.7313, atom 56 (C): -0.2449, atom 57 (C): 0.0946, atom 58 (C): -0.0834, atom 59 (C): -0.7491, atom 60 (C): -0.5883, atom 61 (C): -0.7604, atom 62 (C): -0.2668, atom 63 (H): 0.3791, atom 64 (H): 0.4206, atom 65 (H): 0.1580, atom 66 (H): 0.3412, atom 67 (H): 0.4211, atom 68 (H): 0.3854, atom 69 (H): 0.4277, atom 70 (H): 0.3922, atom 71 (H): 0.4004, atom 72 (H): 0.4030, atom 73 (H): 0.3485, atom 74 (H): 0.4294, atom 75 (H): 0.4443, atom 76 (H): 0.4819, atom 77 (H): 0.5369, atom 78 (C): -0.9827, atom 79 (N): 0.4505, atom 80 (C): -0.4321, atom 81 (C): -0.6177, atom 82 (N): 0.1954, atom 83 (C): -0.2968, atom 84 (S): -0.2953, atom 85 (H): 0.3639, atom 86 (H): 0.2659, atom 87 (H): 0.3427, atom 88 (H): 0.5553, atom 89 (H): 0.5375, atom 90 (H): 0.0655

---

A molecular structure, C34H35ErN3O3Si, computed with the ωB97M-V functional and the def2-TZVPD basis.

Summary:
* LUMO energy (alpha / beta): -0.120 / -0.119 hartree
* expectation value of S²: 3.753
* M: 729.02 g/mol
* multiplicity: 4
* E_tot: -3011.16521 a.u.
* total charge: +1

Element x y z (Å)
Er 10.64717 11.21632 11.62582
C 11.57047 11.01553 16.08097
C 11.90494 11.03968 14.62499
O 10.88364 10.96975 13.78160
C 13.26173 11.11938 14.20699
C 14.32700 11.15142 15.17916
C 15.65402 11.21359 14.79370
C 16.01834 11.16739 13.45624
C 15.00489 11.11310 12.49072
C 13.66451 11.22315 12.83560
O 12.77234 11.45456 11.85117
H 10.50711 10.84672 16.23160
H 11.88885 11.97168 16.57895
H 12.12788 10.20721 16.60901
H 14.10514 11.12174 16.25756
H 16.41336 11.28360 15.57377
H 17.11526 11.17168 13.23046
H 15.29734 10.96649 11.45690
N 9.60206 9.12936 9.05721
C 10.46787 10.13321 8.60263
C 10.31524 10.42136 7.22343
C 11.11161 11.42379 6.63785
C 12.09717 12.01318 7.46590
C 12.14247 11.70657 8.81427
N 11.31407 10.79849 9.41777
C 9.50337 8.50134 10.29607
C 8.73992 7.31982 10.33695
C 8.64089 6.63150 11.53497
C 9.29254 7.15884 12.65660
C 9.96683 8.35140 12.57757
N 9.98127 9.10078 11.44787
H 9.13156 8.64438 8.30592
H 9.56532 9.87826 6.68125
H 11.00560 11.70395 5.58827
H 12.84817 12.71215 7.06493
H 12.88327 12.19704 9.44367
H 8.27180 7.00096 9.42669
H 8.09885 5.70435 11.60670
H 9.30915 6.64091 13.62775
H 10.49357 8.71744 13.45692
C 8.77830 16.10987 10.28465
C 7.68856 15.28417 11.01881
C 6.59608 14.77620 10.03729
C 7.00211 16.21083 12.05102
Si 8.61340 13.82721 11.88318
O 9.42075 12.85867 10.85295
C 9.94270 14.58740 12.95565
C 9.77778 14.90234 14.34075
C 10.88481 15.02542 15.18192
C 12.17835 14.94042 14.63963
C 12.34522 14.82776 13.27139
C 11.23507 14.64702 12.45123
C 7.41010 12.69230 12.74076
C 6.85236 12.93091 14.02449
C 6.33160 11.87158 14.79664
C 6.27781 10.59050 14.23104
C 6.62322 10.39760 12.89124
C 7.14827 11.44852 12.13511
H 8.24681 16.94366 9.79177
H 9.29875 15.54253 9.50788
H 9.52774 16.54185 10.96891
H 6.28234 15.63707 9.42244
H 5.69107 14.39336 10.55576
H 6.94698 14.00922 9.34323
H 6.60473 17.07384 11.47263
H 7.73075 16.63112 12.77735
H 6.15265 15.70254 12.56872
H 8.79552 14.99654 14.78238
H 10.72556 15.14931 16.25858
H 13.06043 14.99515 15.30924
H 13.33630 14.81623 12.81126
H 11.40269 14.42965 11.38756
H 6.81361 13.94523 14.45838
H 6.04980 12.03863 15.84703
H 5.98016 9.72379 14.81014
H 6.49776 9.42136 12.40831
H 7.50886 11.26835 11.10654

The molecule's Mulliken atomic charges, reported in e, are given here: atom 1 (Er): 1.0326, atom 2 (C): -1.9538, atom 3 (C): 1.2599, atom 4 (O): -0.2244, atom 5 (C): 0.9246, atom 6 (C): -1.0569, atom 7 (C): -0.8272, atom 8 (C): -0.4311, atom 9 (C): -0.8502, atom 10 (C): 0.3650, atom 11 (O): 0.0766, atom 12 (H): 0.2933, atom 13 (H): 0.3872, atom 14 (H): 0.4807, atom 15 (H): 0.3079, atom 16 (H): 0.3947, atom 17 (H): 0.3684, atom 18 (H): 0.4284, atom 19 (N): 0.0811, atom 20 (C): 0.6378, atom 21 (C): -0.7502, atom 22 (C): -0.5374, atom 23 (C): -0.8055, atom 24 (C): -0.2771, atom 25 (N): -0.1024, atom 26 (C): 0.5542, atom 27 (C): -0.8294, atom 28 (C): -0.5540, atom 29 (C): -0.8246, atom 30 (C): -0.0602, atom 31 (N): 0.0431, atom 32 (H): 0.2338, atom 33 (H): 0.4257, atom 34 (H): 0.4529, atom 35 (H): 0.4066, atom 36 (H): 0.4851, atom 37 (H): 0.4484, atom 38 (H): 0.4684, atom 39 (H): 0.4207, atom 40 (H): 0.3833, atom 41 (C): -1.7354, atom 42 (C): 1.8938, atom 43 (C): -1.7607, atom 44 (C): -1.5509, atom 45 (Si): -0.3564, atom 46 (O): -0.3512, atom 47 (C): 0.4604, atom 48 (C): -0.4100, atom 49 (C): -0.9119, atom 50 (C): -0.4363, atom 51 (C): -0.7136, atom 52 (C): 0.2740, atom 53 (C): 0.4666, atom 54 (C): -0.2519, atom 55 (C): -0.8723, atom 56 (C): -0.5578, atom 57 (C): -0.5002, atom 58 (C): -0.2593, atom 59 (H): 0.5448, atom 60 (H): 0.2334, atom 61 (H): 0.3207, atom 62 (H): 0.5080, atom 63 (H): 0.3320, atom 64 (H): 0.2637, atom 65 (H): 0.4964, atom 66 (H): 0.2705, atom 67 (H): 0.2842, atom 68 (H): 0.2719, atom 69 (H): 0.4424, atom 70 (H): 0.3949, atom 71 (H): 0.4038, atom 72 (H): 0.4403, atom 73 (H): 0.3160, atom 74 (H): 0.3909, atom 75 (H): 0.4366, atom 76 (H): 0.4217, atom 77 (H): 0.5247

---

C9H3Cl2NO3 in the gas phase, computed with the ωB97M-V functional and the def2-TZVPD basis.

Summary:
* LUMO energy: -0.082 hartree
* relative energy (zero: lowest compared OMol25 entry of this formula, charge and spin): 0.0000 eV
* SMILES: O=C1C(Cl)=C(Cl)C(=O)c2c1ccc[n+]2[O-]
* M: 244.03 g/mol
* E_tot: -1545.47928 a.u.

Element x y z (Å)
O -0.01223 1.27142 -2.83219
C -0.37092 0.33943 -2.05040
C 0.25425 -1.00843 -2.21670
Cl 1.23941 -1.15251 -3.75537
C 0.26760 -1.92262 -1.20971
Cl 0.79983 -3.45137 -1.63208
C -0.25334 -1.58923 0.10225
O -0.12326 -2.47379 1.01282
C -0.97342 -0.20694 0.22608
C -1.15029 0.63670 -0.83758
C -1.91664 1.80936 -0.60703
C -2.22948 2.19287 0.72095
C -1.80101 1.37611 1.74289
N -1.32758 0.13255 1.58209
O -1.41106 -0.60235 2.56504
H -2.14493 2.57811 -1.37468
H -2.48642 3.14513 0.96838
H -1.91798 1.55455 2.77439

The molecule's natural (NBO) atomic charges, reported in e, are given here: atom 1 (O): -0.4722, atom 2 (C): 0.4688, atom 3 (C): -0.0280, atom 4 (Cl): 0.0376, atom 5 (C): -0.1478, atom 6 (Cl): 0.1287, atom 7 (C): 0.4664, atom 8 (O): -0.4406, atom 9 (C): 0.0344, atom 10 (C): -0.1308, atom 11 (C): -0.1578, atom 12 (C): -0.1967, atom 13 (C): -0.0098, atom 14 (N): 0.1577, atom 15 (O): -0.4199, atom 16 (H): 0.2478, atom 17 (H): 0.2307, atom 18 (H): 0.2316

---

Question: What is the E_tot in the first record?
Answer: -4707.71483 a.u.

---

Question: Which of these has the highest E_tot?
Answer: C9H3Cl2NO3